Entry 1:
{
  "formula": "C16H31AlN6S",
  "method": "ωB97M-V with the def2-TZVPD basis set",
  "total_charge": 2,
  "e_lumo_ev": -4.99,
  "orbital_gap_ev": 9.17,
  "e_tot_ha": -1597.052053,
  "homo_energy_ev": -14.159,
  "species": ["Al", "N", "C", "C", "N", "C", "C", "N", "C", "C", "N", "H", "H", "H", "H", "H", "H", "H", "H", "H", "H", "H", "H", "H", "H", "H", "H", "H", "H", "S", "C", "N", "C", "N", "C", "C", "C", "C", "C", "C", "C", "C", "H", "H", "H", "H", "H", "H", "H", "H", "H", "H", "H", "H", "H"],
  "positions_angstrom": [[-0.124, 0.060, 0.249], [1.008, -1.891, 0.670], [2.126, -2.164, -0.255], [2.772, -0.831, -0.568], [1.772, 0.146, -1.077], [2.353, 1.514, -1.030], [1.233, 2.523, -0.907], [0.466, 2.109, 0.285], [1.380, -0.204, -2.478], [-0.126, -0.315, -2.635], [-0.645, -1.128, -1.507], [1.377, -1.693, 1.597], [0.432, -2.719, 0.794], [1.743, -2.645, -1.155], [2.865, -2.839, 0.175], [3.592, -0.948, -1.280], [3.192, -0.427, 0.356], [2.983, 1.708, -1.899], [2.988, 1.587, -0.145], [0.572, 2.496, -1.775], [1.628, 3.533, -0.822], [-0.398, 2.640, 0.366], [0.999, 2.336, 1.122], [1.846, -1.152, -2.749], [1.763, 0.542, -3.174], [-0.372, -0.743, -3.605], [-0.603, 0.663, -2.572], [-0.345, -2.091, -1.628], [-1.660, -1.130, -1.549], [-3.920, 2.525, -0.531], [-2.729, 1.505, -0.332], [-1.832, 0.741, -0.183], [-4.940, -1.279, 3.018], [-3.692, -0.496, 3.246], [-3.884, 0.945, 2.896], [-2.501, -1.098, 2.533], [-1.198, -0.567, 3.097], [-1.032, -0.688, 4.481], [0.091, -0.196, 5.122], [1.080, 0.404, 4.362], [0.931, 0.480, 2.984], [-0.197, 0.016, 2.288], [-5.767, -0.786, 3.523], [-4.811, -2.284, 3.410], [-5.134, -1.315, 1.948], [-3.471, -0.530, 4.241], [-4.194, 1.013, 1.857], [-2.943, 1.471, 3.040], [-4.653, 1.363, 3.540], [-2.625, -0.841, 1.484], [-2.589, -2.178, 2.658], [-1.775, -1.205, 5.087], [0.197, -0.293, 6.195], [1.969, 0.795, 4.839], [1.766, 0.912, 2.432]]
}

=====

Entry 2:
{
  "formula": "C16H31BF4GeMoNS2Si3",
  "method": "ωB97M-V with the def2-TZVPD basis set",
  "total_charge": 2,
  "e_lumo_ev": [-7.95, -9.08],
  "orbital_gap_ev": [6.33, 5.32],
  "relative_energy_kcal_mol": 52.7,
  "e_tot_ha": -4917.008231,
  "s_squared": 3.786,
  "spin_multiplicity": 4,
  "homo_energy_ev": [-14.280, -14.396],
  "species": ["Mo", "S", "C", "N", "C", "C", "C", "C", "C", "C", "S", "H", "H", "H", "H", "F", "B", "F", "F", "F", "C", "Si", "C", "C", "Ge", "Si", "C", "C", "C", "Si", "C", "C", "C", "H", "H", "H", "H", "H", "H", "H", "H", "H", "H", "H", "H", "H", "H", "H", "H", "H", "H", "H", "H", "H", "H", "H", "H", "H", "H", "H"],
  "positions_angstrom": [[0.165, -0.468, -0.159], [-1.150, 1.076, 1.213], [-0.045, 2.104, 0.380], [0.726, 1.466, -0.504], [1.591, 2.336, -1.174], [2.510, 2.010, -2.164], [3.294, 3.022, -2.686], [3.159, 4.339, -2.244], [2.240, 4.674, -1.265], [1.466, 3.656, -0.730], [0.245, 3.778, 0.528], [2.589, 0.993, -2.528], [4.023, 2.794, -3.452], [3.772, 5.116, -2.680], [2.129, 5.698, -0.935], [-0.478, -1.984, -0.969], [-1.347, -0.746, -3.019], [-0.042, -0.603, -3.246], [-1.879, 0.116, -2.152], [-2.049, -1.679, -3.588], [1.603, -4.763, 2.433], [0.501, -4.135, 1.061], [-1.298, -3.866, 1.474], [0.980, -4.674, -0.660], [1.634, -1.504, 1.520], [3.804, -1.527, 0.354], [4.379, 0.247, 0.654], [5.015, -2.823, 0.967], [3.297, -1.737, -1.469], [1.400, -0.873, 3.903], [1.842, 0.956, 3.726], [2.617, -1.850, 4.939], [-0.414, -1.156, 4.317], [1.533, -5.856, 2.459], [1.292, -4.386, 3.408], [2.652, -4.504, 2.276], [-1.863, -4.755, 1.177], [-1.727, -3.018, 0.941], [-1.445, -3.720, 2.544], [0.241, -5.398, -1.016], [1.957, -5.159, -0.661], [0.994, -3.856, -1.377], [4.809, 0.362, 1.651], [3.550, 0.952, 0.557], [5.145, 0.530, -0.071], [5.070, -2.839, 2.057], [6.015, -2.589, 0.594], [4.764, -3.827, 0.621], [2.284, -1.356, -1.648], [3.320, -2.779, -1.788], [3.975, -1.184, -2.123], [2.920, 1.096, 3.625], [1.515, 1.519, 4.603], [1.353, 1.393, 2.854], [3.639, -1.740, 4.572], [2.375, -2.913, 4.961], [2.597, -1.491, 5.971], [-1.053, -0.887, 3.476], [-0.716, -0.543, 5.169], [-0.607, -2.197, 4.582]]
}

=====

Entry 3:
{
  "formula": "C16H31BF4GeMoNS2Si3",
  "method": "ωB97M-V with the def2-TZVPD basis set",
  "total_charge": 2,
  "e_lumo_ev": [-7.79, -8.42],
  "orbital_gap_ev": [6.42, 6.31],
  "relative_energy_kcal_mol": 37.6,
  "e_tot_ha": -4917.032381,
  "s_squared": 3.775,
  "spin_multiplicity": 4,
  "homo_energy_ev": [-14.210, -14.735],
  "species": ["Mo", "S", "C", "N", "C", "C", "C", "C", "C", "C", "S", "H", "H", "H", "H", "F", "B", "F", "F", "F", "C", "Si", "C", "C", "Ge", "Si", "C", "C", "C", "Si", "C", "C", "C", "H", "H", "H", "H", "H", "H", "H", "H", "H", "H", "H", "H", "H", "H", "H", "H", "H", "H", "H", "H", "H", "H", "H", "H", "H", "H", "H"],
  "positions_angstrom": [[-0.278, -0.021, 1.321], [0.188, 2.290, 1.065], [1.494, 1.667, 2.041], [1.726, 0.370, 1.833], [2.688, -0.126, 2.723], [3.193, -1.420, 2.769], [4.164, -1.706, 3.707], [4.638, -0.721, 4.581], [4.153, 0.573, 4.531], [3.169, 0.855, 3.592], [2.386, 2.392, 3.286], [2.838, -2.174, 2.079], [4.571, -2.706, 3.763], [5.401, -0.970, 5.305], [4.526, 1.339, 5.197], [-1.758, -0.779, 2.177], [-0.823, -0.569, 4.558], [0.145, -1.336, 4.058], [-1.774, -1.066, 5.284], [-0.740, 0.726, 4.274], [-2.855, 3.075, -1.266], [-3.060, 1.337, -0.646], [-4.078, 0.234, -1.745], [-3.608, 1.297, 1.120], [-0.812, 0.299, -1.172], [0.077, 1.106, -3.347], [0.421, 2.885, -2.945], [-1.356, 0.817, -4.490], [1.603, 0.190, -3.850], [0.163, -2.043, -0.680], [-0.088, -2.921, 0.967], [-0.977, -2.761, -1.971], [1.962, -2.050, -1.126], [-3.811, 3.588, -1.119], [-2.618, 3.117, -2.328], [-2.101, 3.632, -0.708], [-5.087, 0.655, -1.786], [-4.163, -0.776, -1.342], [-3.706, 0.183, -2.769], [-4.575, 1.810, 1.145], [-2.942, 1.838, 1.794], [-3.760, 0.286, 1.496], [-0.476, 3.435, -2.665], [0.828, 3.352, -3.846], [1.166, 2.991, -2.154], [-2.249, 1.368, -4.198], [-1.607, -0.241, -4.582], [-1.065, 1.167, -5.484], [2.411, 0.299, -3.127], [1.944, 0.640, -4.789], [1.423, -0.867, -4.045], [-1.132, -3.073, 1.235], [0.451, -2.526, 1.836], [0.362, -3.907, 0.799], [-2.034, -2.578, -1.770], [-0.837, -3.846, -1.978], [-0.736, -2.394, -2.970], [2.542, -1.325, -0.554], [2.118, -1.868, -2.187], [2.354, -3.047, -0.902]]
}

=====

Entry 4:
{
  "formula": "C16H31Cl2FN3O7P",
  "method": "ωB97M-V with the def2-TZVPD basis set",
  "e_lumo_ev": -2.16,
  "orbital_gap_ev": 2.48,
  "e_tot_ha": -2680.445216,
  "homo_energy_ev": -4.642,
  "species": ["C", "C", "C", "N", "C", "C", "P", "O", "O", "O", "N", "C", "C", "O", "N", "C", "O", "F", "C", "O", "C", "C", "C", "C", "Cl", "C", "C", "Cl", "H", "H", "H", "H", "H", "H", "H", "H", "H", "H", "H", "H", "H", "H", "H", "H", "H", "H", "H", "H", "H", "H", "H", "H", "H", "H", "H", "H", "C", "O", "H", "H", "H"],
  "positions_angstrom": [[2.677, 3.939, -0.244], [2.178, 3.296, 1.163], [2.087, 1.698, 0.929], [0.667, 1.231, 0.883], [0.284, 0.597, -0.394], [-0.806, 1.292, -1.375], [-1.231, 3.124, -1.227], [-1.652, 3.591, 0.169], [-2.630, 3.358, -2.238], [-0.032, 4.156, -1.926], [-1.954, 0.297, -1.586], [-1.934, -0.490, -0.288], [-3.116, -1.518, 0.032], [-3.492, -1.606, 1.251], [-3.869, -2.343, -0.940], [-5.129, -2.718, -0.258], [-5.263, -3.821, 0.341], [-6.251, -1.823, -0.205], [-0.393, -0.854, 0.126], [-0.427, -0.701, 1.538], [0.016, -1.840, 2.305], [-0.906, -3.164, 2.218], [-1.947, -3.312, 3.476], [0.388, -2.018, -0.624], [2.229, -2.001, -0.380], [0.183, -1.967, -2.255], [1.431, -2.701, -3.023], [-1.319, -2.942, -2.787], [2.389, 3.169, -1.070], [3.798, 4.176, -0.234], [2.015, 4.876, -0.443], [2.886, 3.553, 2.031], [1.163, 3.778, 1.400], [2.563, 1.218, 1.877], [2.745, 1.376, 0.051], [-0.011, 1.928, 1.221], [1.191, 0.488, -1.113], [-0.292, 1.246, -2.422], [-2.494, 2.855, -3.082], [0.265, 3.666, -2.737], [-2.861, 0.802, -1.575], [-1.983, -0.222, -2.481], [-2.153, 0.362, 0.475], [-4.146, -1.795, -1.776], [-0.030, -1.509, 3.420], [1.100, -2.171, 2.138], [-0.178, -4.064, 2.346], [-1.413, -3.331, 1.201], [-2.237, -2.302, 3.928], [-1.433, -3.997, 4.261], [-2.875, -3.883, 3.074], [0.064, -3.095, -0.334], [0.164, -0.900, -2.667], [1.009, -2.940, -4.080], [1.698, -3.715, -2.561], [2.320, -2.003, -3.193], [5.381, 2.344, 1.498], [5.058, 2.696, 0.252], [4.632, 1.753, 2.070], [6.286, 1.714, 1.628], [5.593, 3.163, 2.217]]
}

=====

Repeat the third record exactly.
{
  "formula": "C16H31BF4GeMoNS2Si3",
  "method": "ωB97M-V with the def2-TZVPD basis set",
  "total_charge": 2,
  "e_lumo_ev": [-7.79, -8.42],
  "orbital_gap_ev": [6.42, 6.31],
  "relative_energy_kcal_mol": 37.6,
  "e_tot_ha": -4917.032381,
  "s_squared": 3.775,
  "spin_multiplicity": 4,
  "homo_energy_ev": [-14.210, -14.735],
  "species": ["Mo", "S", "C", "N", "C", "C", "C", "C", "C", "C", "S", "H", "H", "H", "H", "F", "B", "F", "F", "F", "C", "Si", "C", "C", "Ge", "Si", "C", "C", "C", "Si", "C", "C", "C", "H", "H", "H", "H", "H", "H", "H", "H", "H", "H", "H", "H", "H", "H", "H", "H", "H", "H", "H", "H", "H", "H", "H", "H", "H", "H", "H"],
  "positions_angstrom": [[-0.278, -0.021, 1.321], [0.188, 2.290, 1.065], [1.494, 1.667, 2.041], [1.726, 0.370, 1.833], [2.688, -0.126, 2.723], [3.193, -1.420, 2.769], [4.164, -1.706, 3.707], [4.638, -0.721, 4.581], [4.153, 0.573, 4.531], [3.169, 0.855, 3.592], [2.386, 2.392, 3.286], [2.838, -2.174, 2.079], [4.571, -2.706, 3.763], [5.401, -0.970, 5.305], [4.526, 1.339, 5.197], [-1.758, -0.779, 2.177], [-0.823, -0.569, 4.558], [0.145, -1.336, 4.058], [-1.774, -1.066, 5.284], [-0.740, 0.726, 4.274], [-2.855, 3.075, -1.266], [-3.060, 1.337, -0.646], [-4.078, 0.234, -1.745], [-3.608, 1.297, 1.120], [-0.812, 0.299, -1.172], [0.077, 1.106, -3.347], [0.421, 2.885, -2.945], [-1.356, 0.817, -4.490], [1.603, 0.190, -3.850], [0.163, -2.043, -0.680], [-0.088, -2.921, 0.967], [-0.977, -2.761, -1.971], [1.962, -2.050, -1.126], [-3.811, 3.588, -1.119], [-2.618, 3.117, -2.328], [-2.101, 3.632, -0.708], [-5.087, 0.655, -1.786], [-4.163, -0.776, -1.342], [-3.706, 0.183, -2.769], [-4.575, 1.810, 1.145], [-2.942, 1.838, 1.794], [-3.760, 0.286, 1.496], [-0.476, 3.435, -2.665], [0.828, 3.352, -3.846], [1.166, 2.991, -2.154], [-2.249, 1.368, -4.198], [-1.607, -0.241, -4.582], [-1.065, 1.167, -5.484], [2.411, 0.299, -3.127], [1.944, 0.640, -4.789], [1.423, -0.867, -4.045], [-1.132, -3.073, 1.235], [0.451, -2.526, 1.836], [0.362, -3.907, 0.799], [-2.034, -2.578, -1.770], [-0.837, -3.846, -1.978], [-0.736, -2.394, -2.970], [2.542, -1.325, -0.554], [2.118, -1.868, -2.187], [2.354, -3.047, -0.902]]
}

=====

What is the formula in the second record? C16H31BF4GeMoNS2Si3